(1)
The following is a DFT calculation (wB97M-V/def2-TZVPD) of a structure of composition C4H20BClCuN8O4.

Geometry as ORCA input:
```
! RIJCOSX wB97M-V def2-TZVPD def2/J DEFGRID3
* xyz 0 2
Cu 19.21 6.89 6.34
B 17.21 6.23 7.33
H 17.74 5.49 6.52
H 16.32 5.59 7.80
H 18.02 6.66 8.09
H 16.80 7.16 6.68
Cl 21.16 8.07 5.37
C 18.11 9.79 7.67
O 18.71 8.91 7.10
N 16.92 9.54 8.30
N 18.54 11.09 7.71
H 16.60 8.58 8.27
H 16.44 10.24 8.84
H 19.53 11.28 7.72
H 17.99 11.77 8.19
C 20.06 4.12 5.18
O 20.20 5.05 5.96
N 20.50 4.21 3.90
N 19.65 2.89 5.60
H 20.82 5.12 3.62
H 20.33 3.52 3.19
H 19.53 2.75 6.59
H 19.62 2.06 5.04
C 21.48 6.66 8.83
O 20.36 6.79 8.36
N 21.78 7.15 10.08
N 22.49 6.04 8.17
H 22.74 7.24 10.37
H 21.13 7.82 10.45
H 22.36 5.83 7.19
H 23.36 5.89 8.64
C 17.95 6.91 3.17
O 18.35 6.66 4.30
N 17.48 8.14 2.83
N 17.82 5.92 2.24
H 17.45 8.84 3.53
H 17.41 8.38 1.86
H 17.45 6.11 1.33
H 17.92 4.96 2.53
*
```

ΔE to the lowest compared entry with this formula, charge and spin = 0.0000 eV
LUMO level (alpha / beta) = 0.47 / -0.32 eV

Atom charges from the Mulliken analysis, given in e for atoms 1 to 8: Cu 1.19; B 0.59; H -0.25; H -0.19; H -0.29; H -0.28; Cl -0.50; C 0.44


(2)
The following is a DFT calculation (wB97M-V/def2-TZVPD) of a cluster of 2 separate species, C24H44O8P2 in total.

Geometry as ORCA input:
```
! RIJCOSX wB97M-V def2-TZVPD def2/J DEFGRID3
* xyz 0 1
C -3.05 -7.38 3.75
C -4.50 -7.01 3.36
C -4.73 -5.52 3.11
C -3.67 -4.88 2.18
C -2.78 -3.90 2.96
C -1.54 -3.43 2.17
C -1.50 -1.90 1.91
C -0.20 -1.23 2.35
C 1.04 -1.53 1.49
C 0.86 -1.31 -0.01
C 1.37 0.06 -0.48
C 0.69 0.46 -1.80
C 1.44 1.49 -2.59
C 2.20 2.44 -2.04
C 2.85 3.46 -2.88
O 3.33 4.45 -2.35
C 2.90 3.28 -4.37
P 3.96 4.41 -5.33
O 3.85 5.83 -4.93
C 2.18 2.31 -4.94
C 2.14 1.96 -6.40
C 3.33 1.04 -6.83
C 4.05 0.35 -5.68
O 2.81 0.03 -7.69
C 1.29 1.45 -4.07
O 0.47 0.72 -4.58
H -3.03 -8.03 4.62
H -2.46 -6.49 4.00
H -2.54 -7.88 2.93
H -4.75 -7.59 2.47
H -5.15 -7.39 4.16
H -4.74 -5.00 4.07
H -5.72 -5.39 2.68
H -4.22 -4.28 1.45
H -3.09 -5.64 1.67
H -2.47 -4.35 3.91
H -3.41 -3.05 3.23
H -1.61 -3.93 1.20
H -0.63 -3.77 2.67
H -2.30 -1.45 2.50
H -1.76 -1.70 0.87
H 0.02 -1.63 3.35
H -0.36 -0.16 2.49
H 1.83 -0.85 1.83
H 1.40 -2.54 1.66
H 1.44 -2.05 -0.57
H -0.17 -1.41 -0.35
H 1.08 0.81 0.27
H 2.45 0.06 -0.58
H -0.32 0.82 -1.60
H 0.61 -0.43 -2.42
H 2.32 2.48 -0.97
H 5.26 3.89 -5.24
H 3.54 4.26 -6.66
H 2.15 2.87 -7.01
H 1.24 1.42 -6.64
H 4.06 1.61 -7.40
H 3.37 -0.27 -5.09
H 4.62 1.03 -5.05
H 4.77 -0.33 -6.12
H 2.37 -0.61 -7.12
C -2.17 5.65 2.80
O -1.87 4.47 3.57
P -0.67 3.52 3.09
O -1.22 2.41 2.30
O -0.14 3.10 4.54
C -0.96 3.07 5.70
O 0.80 3.86 2.58
C 0.93 4.44 1.27
H -3.01 6.14 3.27
H -1.32 6.34 2.79
H -2.44 5.38 1.77
H -1.80 2.39 5.57
H -1.31 4.07 5.95
H -0.33 2.71 6.51
H 0.38 5.38 1.18
H 0.58 3.73 0.52
H 1.99 4.64 1.10
*
```

LUMO level = -1.61 eV

Atom charges from the Mulliken analysis, given in e for atoms 1 to 8: C -0.91; C -0.56; C -0.76; C -0.76; C -0.58; C -0.84; C -0.71; C -0.53


(3)
The following is a DFT calculation (wB97M-V/def2-TZVPD) of an isolated molecule of CH5IN2S.

Geometry as ORCA input:
```
! RIJCOSX wB97M-V def2-TZVPD def2/J DEFGRID3
* xyz 0 1
C 0.91 -1.24 0.34
N -0.68 2.24 -0.48
N 0.70 0.19 0.01
S -0.66 1.14 0.57
I -2.67 -0.49 -0.05
H 0.42 -2.07 -0.14
H 1.88 -1.42 0.04
H 0.88 -1.24 1.39
H -1.63 2.69 -0.69
H 0.84 0.20 -1.00
*
```

ΔE to the lowest compared entry with this formula, charge and spin = 0.9809 eV
LUMO level = -1.00 eV

Atom charges from the Mulliken analysis, given in e for atoms 1 to 8: C -0.93; N -0.51; N -0.32; S 0.30; I -0.22; H 0.34; H 0.37; H 0.35


(4)
The following is a DFT calculation (wB97M-V/def2-TZVPD) of a structure of composition C22H33AsF14N4OS5Sb2TeTi.

Geometry as ORCA input:
```
! RIJCOSX wB97M-V def2-TZVPD def2/J DEFGRID3
* xyz -1 2
Ti -2.20 0.12 -1.12
C 2.84 -3.58 -0.89
Sb 0.02 -2.68 -0.16
C -2.02 -3.38 0.26
C 0.73 -3.94 1.84
C -0.15 -3.67 2.94
C -1.23 -4.54 3.20
C -2.08 -4.36 4.26
C -1.87 -3.29 5.13
C -0.83 -2.41 4.89
C 0.02 -2.54 3.79
C 0.96 -1.47 3.47
Sb -0.17 -0.08 2.07
C 1.13 1.58 2.60
C -1.64 0.46 3.58
H 2.71 -4.62 -0.63
H 3.37 -2.93 -0.22
H 2.75 -3.29 -1.93
H -1.97 -4.47 0.16
H -2.69 -3.00 -0.50
H -2.35 -3.11 1.26
H 1.72 -3.50 1.81
H 0.67 -4.91 1.36
H -1.35 -5.39 2.53
H -2.91 -5.03 4.42
H -2.51 -3.16 5.99
H -0.66 -1.59 5.58
H 1.84 -1.75 2.89
H 1.23 -0.85 4.32
H 1.01 1.82 3.65
H 0.88 2.43 1.97
H 2.16 1.28 2.39
H -1.16 0.44 4.56
H -2.50 -0.20 3.56
H -1.96 1.48 3.35
F -2.81 -0.69 0.71
As -4.52 -0.05 0.80
F -3.93 1.26 1.73
F -4.19 0.88 -0.70
F -6.11 0.60 0.85
F -5.05 -1.41 -0.10
F -4.73 -0.96 2.26
F -3.26 -1.08 -1.93
C -2.21 1.34 -2.77
F -3.21 2.27 -2.65
F -1.09 2.09 -2.93
F -1.16 -3.40 -2.54
Te -0.93 -1.50 -3.27
F 0.20 -0.02 -3.91
F -0.26 -2.37 -4.94
F -2.45 0.77 -3.99
F 0.87 -2.07 -2.85
O -0.71 -0.64 -1.43
C 0.25 5.18 -2.25
S 0.34 4.71 -0.49
C -1.38 4.69 -0.14
C -2.11 3.58 0.08
S -1.41 1.99 0.19
S -3.82 3.86 0.40
C -3.80 5.59 0.31
S -5.11 6.53 0.55
S -2.22 6.23 -0.05
H 1.27 5.25 -2.62
H -0.24 6.15 -2.34
H -0.30 4.42 -2.79
C 5.58 0.30 -3.02
C 4.59 1.45 -3.27
C 4.70 2.49 -2.16
C 3.15 0.92 -3.40
N 2.56 0.59 -2.11
C 1.69 1.30 -1.38
N 1.50 0.68 -0.25
N 2.27 -0.42 -0.29
N 2.92 -0.48 -1.40
H 6.57 0.70 -2.82
H 5.63 -0.36 -3.89
H 5.25 -0.29 -2.17
H 4.83 1.92 -4.23
H 4.62 2.02 -1.18
H 3.92 3.25 -2.24
H 5.67 3.00 -2.21
H 3.13 0.02 -4.01
H 2.50 1.67 -3.84
H 1.20 2.21 -1.68
*
```

ΔE to the lowest compared entry with this formula, charge and spin = 3.8596 eV
LUMO level (alpha / beta) = 0.76 / 0.42 eV

Atom charges from the Mulliken analysis, given in e for atoms 1 to 8: Ti -0.88; C -1.46; Sb 1.30; C -1.32; C -2.28; C 1.33; C -0.62; C -0.71


(5)
The following is a DFT calculation (wB97M-V/def2-TZVPD) of a cluster of 2 separate species, C7H7N3OS in total.

Geometry as ORCA input:
```
! RIJCOSX wB97M-V def2-TZVPD def2/J DEFGRID3
* xyz 0 1
C -3.25 0.74 0.26
C 2.37 0.91 -1.30
C 2.43 1.68 -0.15
C 1.26 0.00 -1.46
C 1.43 1.53 0.79
C 0.39 -0.07 -0.46
C -1.36 -1.89 1.12
N -2.97 1.57 1.08
N 0.40 0.65 0.66
N -3.54 -0.21 -0.44
O -0.77 -2.20 -1.46
S -1.16 -1.11 -0.58
H 2.98 0.88 -2.18
H 3.08 2.46 -0.01
H 1.37 -0.71 -2.28
H 1.57 1.74 1.82
H -1.84 -1.29 1.84
H -1.97 -2.72 1.06
H -0.42 -1.92 1.68
*
```

ΔE to the lowest compared entry with this formula, charge and spin = 6.0758 eV
LUMO level (alpha / beta) = -2.30 / -2.55 eV

Atom charges from the Mulliken analysis, given in e for atoms 1 to 8: C 0.74; C -0.26; C -0.55; C -0.35; C -0.38; C 0.42; C -1.05; N -0.41


(6)
The following is a DFT calculation (wB97M-V/def2-TZVPD) of a structure of composition C13H27F6NO17S5V.

Geometry as ORCA input:
```
! RIJCOSX wB97M-V def2-TZVPD def2/J DEFGRID3
* xyz -1 1
O 0.69 -0.24 0.74
V -0.66 0.51 0.54
O -0.46 1.74 1.62
C -1.61 3.64 -4.72
C -1.27 2.99 -3.39
O -2.20 2.79 -2.59
O -0.18 2.54 -3.01
H -2.16 2.87 -5.27
H -0.67 3.87 -5.22
H -2.24 4.52 -4.62
C -2.45 -4.04 2.75
F -1.81 -4.89 3.48
F -1.82 -3.84 1.63
F -3.63 -4.62 2.50
S -2.77 -2.37 3.65
O -3.79 -2.74 4.61
O -1.55 -1.97 4.31
N -3.26 -1.37 2.26
S -4.79 -1.21 2.33
O -5.23 -0.63 1.06
O -5.58 -2.35 2.71
C -5.07 0.26 3.57
F -4.67 -0.09 4.79
F -4.22 1.26 3.21
F -6.33 0.80 3.59
O 8.53 -0.17 0.93
S 7.08 -0.49 0.63
O 6.41 0.16 -0.53
O 7.01 -2.18 0.63
C 5.90 -2.75 -0.06
C 5.81 -4.24 0.32
C 6.01 -0.15 2.09
H 6.06 -2.74 -1.13
H 4.97 -2.26 0.21
H 5.40 -4.82 -0.51
H 5.22 -4.40 1.22
H 6.87 -4.50 0.36
H 4.98 -0.09 1.73
H 6.37 0.76 2.56
H 6.15 -1.00 2.77
O -2.51 -3.05 -2.19
S -3.45 -3.97 -2.84
O -3.10 -4.95 -3.85
O -4.40 -4.68 -1.73
C -5.17 -5.71 -2.13
C -6.36 -5.87 -1.15
C -4.68 -2.92 -3.59
H -4.52 -6.58 -2.03
H -5.50 -5.69 -3.16
H -6.80 -4.88 -1.25
H -6.08 -6.05 -0.11
H -7.03 -6.64 -1.54
H -4.21 -2.44 -4.44
H -4.96 -2.17 -2.86
H -5.52 -3.54 -3.90
O 5.69 7.92 -0.83
S 4.90 6.89 -0.16
O 5.45 6.03 0.90
O 3.42 7.54 0.35
C 2.56 6.69 1.05
C 1.51 7.61 1.80
C 4.29 5.74 -1.37
H 3.13 6.17 1.82
H 1.96 6.07 0.38
H 1.99 8.24 2.54
H 0.81 6.95 2.29
H 1.01 8.20 1.03
H 3.65 6.37 -2.00
H 3.73 4.92 -0.92
H 5.14 5.27 -1.86
*
```

ΔE to the lowest compared entry with this formula, charge and spin = 0.0000 eV
LUMO level = -1.82 eV

Atom charges from the Mulliken analysis, given in e for atoms 1 to 8: O -0.55; V 1.86; O -0.55; C -0.82; C 0.67; O -0.72; O -0.70; H 0.20


(7)
The following is a DFT calculation (wB97M-V/def2-TZVPD) of a cluster of 2 separate species, CH4NO3PS in total.

Geometry as ORCA input:
```
! RIJCOSX wB97M-V def2-TZVPD def2/J DEFGRID3
* xyz -2 1
C -1.48 0.04 0.04
N 1.04 0.45 0.79
O 3.35 0.05 -0.25
O 1.33 -0.85 -1.65
O 1.88 -1.97 0.58
P 1.79 -0.70 -0.26
S 1.36 2.02 0.62
H -2.36 0.11 0.70
H -1.40 0.78 -0.73
H -1.16 -0.98 -0.35
H 2.89 0.83 -0.02
*
```

ΔE to the lowest compared entry with this formula, charge and spin = 4.0863 eV
LUMO level (alpha / beta) = 6.14 / 6.12 eV

Atom charges from the Mulliken analysis, given in e for atoms 1 to 8: C -0.80; N -0.35; O -0.49; O -0.73; O -0.80; P 0.90; S -0.71; H 0.29